[1]
Formula: C21H22F2N2O3
Source: the Open Molecules 2025 dataset
Level of theory: ωB97M-V with the def2-TZVPD basis set

The calculation puts the total energy at -1348.34935 Eh. The calculation puts the LUMO energy at -0.897 eV. The HOMO energy is -8.7 eV. The calculation puts the strongest force on any atom at 1.082 eV/A. Its energy above the lowest of the compared OMol25 structures with the same formula, charge and spin is 27.5 kcal per mole.

Each line ends with the Mulliken charge.
Positions of all 50 atoms, in Å:
1 C 0.888 0.016 -3.303  -0.393
2 H 4.529 3.042 -1.775  0.413
3 H 3.185 6.733 -3.503  0.372
4 H 1.603 -0.230 1.772  0.370
5 H -0.919 -0.258 -6.152  0.373
6 H -1.352 -2.697 0.624  0.362
7 H 1.863 0.323 -2.952  0.401
8 H 0.162 -0.489 -1.337  0.149
9 H -4.174 -2.559 3.606  0.251
10 C -2.626 -1.382 1.781  0.611
11 C 2.969 5.785 -3.030  -0.541
12 C 1.372 4.203 -2.171  -0.398
13 C -0.055 -0.439 -2.395  0.126
14 F 2.150 2.192 -1.237  -0.266
15 C 0.579 0.084 -4.654  -0.752
16 C -1.623 -0.778 -4.200  -0.608
17 F -2.216 -1.277 -1.976  -0.251
18 H 5.031 5.216 -2.875  0.360
19 H -4.950 -1.131 3.371  0.285
20 H 1.959 -2.513 5.684  0.449
21 H 0.245 -0.630 0.949  0.074
22 N -4.142 -1.566 3.785  -0.637
23 H -3.086 0.102 3.198  0.428
24 N 0.626 -0.489 1.874  -0.467
25 H 0.845 6.081 -3.049  0.357
26 H -2.333 -0.379 0.117  0.298
27 C -1.293 -0.829 -2.863  0.447
28 O -2.224 -0.228 1.057  -0.593
29 H -2.211 -3.453 1.912  0.459
30 C -0.461 -2.557 2.575  -0.037
31 C 0.401 -3.577 4.742  -0.585
32 C 2.421 3.376 -1.825  0.441
33 C -0.675 -0.312 -5.100  -0.334
34 H -2.604 -1.096 -4.526  0.431
35 H -2.089 -1.146 3.887  0.260
36 C 0.531 -1.645 2.638  1.123
37 H 0.355 3.895 -1.969  0.427
38 H -3.569 -1.723 1.351  0.356
39 O -0.830 -4.820 3.145  -0.593
40 C 1.655 -1.844 3.595  0.464
41 H 0.151 -4.229 5.561  0.458
42 C 1.371 -2.661 4.795  -0.516
43 C -0.343 -3.746 3.466  0.128
44 C 1.654 5.419 -2.776  -0.343
45 O 2.753 -1.358 3.400  -0.585
46 H 1.315 0.446 -5.359  0.390
47 C -2.929 -0.970 3.223  -1.044
48 C -1.654 -2.555 1.661  -1.308
49 C 3.736 3.718 -2.065  -0.519
50 C 4.007 4.934 -2.676  -0.296


[2]
Formula: C2H5NO2
Source: the Open Molecules 2025 dataset
Level of theory: ωB97M-V with the def2-TZVPD basis set

The calculation puts the total energy at -284.27459 Eh. The calculation puts the LUMO energy at 0.931 eV. The HOMO energy is -9.3 eV. The calculation puts the strongest force on any atom at 3.249 eV/A. Its energy above the lowest of the compared OMol25 structures with the same formula, charge and spin is 121.0 kcal per mole.

Each line ends with the Mulliken charge.
Positions of all 10 atoms, in Å:
1 O -0.958 -1.329 -0.285  -0.605
2 N -0.900 -0.193 0.072  0.585
3 C 1.613 -0.401 0.007  -0.517
4 O 0.508 0.467 0.267  -0.351
5 H -1.280 1.652 0.220  0.308
6 H 1.690 -0.313 -1.066  0.255
7 H 1.513 -1.431 0.399  0.242
8 H 2.404 0.128 0.515  0.243
9 C -1.733 0.747 -0.010  -0.427
10 H -2.857 0.673 -0.119  0.266


[3]
Formula: C38H51BrCdNP3
Source: the Open Molecules 2025 dataset
Level of theory: ωB97M-V with the def2-TZVPD basis set

The calculation puts the total energy at -5298.61387 Eh. The calculation puts the LUMO energy at -5.896 eV. Its total charge is +2. The HOMO energy is -13.5 eV. The calculation puts the strongest force on any atom at 2.917 eV/A. Its energy above the lowest of the compared OMol25 structures with the same formula, charge and spin is 0.0 kcal per mole.

Each line ends with the Mulliken charge.
Positions of all 95 atoms, in Å:
1 C -4.824 2.351 0.991  -0.114
2 H 3.090 -2.164 0.763  0.456
3 C -3.929 -1.396 3.760  -0.754
4 H 3.763 -2.627 -2.227  0.277
5 C -2.859 1.092 0.632  0.416
6 C -0.569 -2.457 -2.958  -0.211
7 H -0.282 -1.742 -3.744  0.448
8 P -1.669 -1.568 -1.796  -0.226
9 H 1.971 -2.832 -0.427  0.605
10 H -1.460 -4.438 -2.767  0.311
11 H 0.354 -2.684 -2.395  0.136
12 H -2.184 -3.681 -0.793  0.476
13 H -4.741 -2.113 3.604  0.427
14 H 5.302 1.127 0.840  0.451
15 H 4.426 -0.310 4.571  0.449
16 C 2.382 -0.138 -2.449  0.132
17 C -4.081 -3.086 -1.679  -1.449
18 C -0.891 2.345 -0.353  -0.843
19 P -0.043 -1.001 2.640  0.102
20 Cd -0.518 -0.403 0.341  3.628
21 C 1.103 3.516 -1.584  0.774
22 C -2.670 -0.343 -2.733  -0.297
23 C -3.148 0.725 4.628  -0.734
24 H -4.678 -2.186 -1.870  0.306
25 C -2.636 -1.700 3.330  -0.553
26 H 2.480 3.759 -4.672  0.399
27 H 4.036 1.301 -2.565  0.219
28 H -2.409 0.079 0.730  -0.268
29 C 3.491 1.572 4.046  -0.687
30 C -2.918 3.487 0.137  -0.674
31 H 2.457 -1.680 3.936  0.403
32 C 3.297 0.711 0.206  1.926
33 H -3.763 -1.682 -4.080  0.257
34 H 0.555 -2.998 3.799  0.526
35 C -2.780 -2.769 -0.959  -0.185
36 H 3.209 1.675 -0.320  -0.168
37 C -0.066 3.085 -0.911  -0.820
38 C 2.345 2.189 3.533  -0.852
39 C -4.191 1.117 1.015  -1.706
40 C 2.365 3.841 -3.593  -0.576
41 C 1.203 3.366 -2.987  -0.266
42 H 2.309 3.279 3.440  0.434
43 H 0.369 1.910 2.711  0.351
44 H -0.389 -3.371 2.326  0.363
45 H 3.751 0.353 -4.030  0.446
46 H 4.907 -2.053 -0.987  0.236
47 C 4.764 0.310 0.337  -1.586
48 H 4.898 -0.590 0.953  0.303
49 H -1.036 1.122 4.417  0.476
50 H -3.540 -0.081 -2.106  0.394
51 H -0.400 -4.197 -4.168  0.454
52 C -3.097 -0.806 -4.124  -1.307
53 C 3.990 -2.630 -1.155  -1.527
54 H 1.652 0.652 -2.700  0.160
55 C -1.167 -3.725 -3.546  -1.413
56 H -3.354 1.663 5.144  0.453
57 H 4.077 5.058 -1.070  0.411
58 H -2.231 -1.038 -4.760  0.312
59 H 2.059 -1.048 -2.983  0.471
60 H -3.909 -3.617 -2.625  0.284
61 H -3.653 0.018 -4.589  0.444
62 H -2.361 4.353 -0.239  0.503
63 H 5.252 0.153 -0.634  0.248
64 P 2.120 -0.456 -0.634  -0.352
65 H -4.709 0.228 1.344  0.697
66 H -2.439 -2.649 2.823  0.274
67 C 1.245 1.426 3.151  -0.285
68 C 1.271 0.020 3.305  0.559
69 H 4.562 -0.410 -2.651  0.263
70 C 3.256 4.563 -1.583  -0.403
71 H -2.034 -3.515 -4.185  0.272
72 C -4.189 -0.173 4.389  -0.564
73 H -5.208 0.070 4.700  0.445
74 Br -6.616 2.319 1.604  -0.132
75 H 4.351 2.171 4.355  0.436
76 C 0.408 -2.741 2.743  -1.193
77 C -2.227 2.259 0.169  2.233
78 C -1.849 0.428 4.219  -0.506
79 H 2.093 4.256 0.226  0.497
80 H -4.664 -3.746 -1.026  0.456
81 H -2.993 -2.352 0.043  0.014
82 H 0.406 2.908 -3.576  0.496
83 H -2.050 0.571 -2.795  0.226
84 C -1.591 -0.770 3.530  0.744
85 C 2.822 -2.142 -0.306  -0.537
86 C 3.768 0.298 -2.931  -1.474
87 H 2.878 0.874 1.211  -1.117
88 H 4.209 -3.667 -0.872  0.466
89 H -4.791 4.471 0.524  0.463
90 N 3.355 4.392 -2.898  -0.533
91 C 2.149 4.127 -0.856  -0.503
92 C 3.531 0.177 4.176  -0.768
93 H 1.332 -2.934 2.181  0.344
94 C -4.236 3.532 0.549  -0.720
95 C 2.426 -0.594 3.820  -0.453


[4]
Formula: C5H14
Source: the Open Molecules 2025 dataset
Level of theory: ωB97M-V with the def2-TZVPD basis set

The spin multiplicity is 2. The calculation puts the total energy at -198.82223 Eh. The calculation puts the LUMO energy (alpha / beta) at 4.265 / 4.259 eV. Its total charge is -1. The HOMO energy (alpha / beta) is 1.6 / -7.8 eV. The calculation puts the strongest force on any atom at 1.260 eV/A. Its energy above the lowest of the compared OMol25 structures with the same formula, charge and spin is 6.5 kcal per mole.

Each line ends with the Mulliken charge.
Positions of all 19 atoms, in Å:
1 H -0.127 -1.674 -1.108  0.129
2 C -0.829 -0.110 -2.424  -1.701
3 H 0.046 0.444 -2.075  0.150
4 H -1.578 -2.105 -2.041  1.343
5 H 1.683 -1.229 2.136  1.135
6 C -1.082 -1.307 -1.499  -2.052
7 H 0.886 0.869 2.874  0.393
8 H 0.081 1.543 0.051  -0.009
9 H 0.243 2.677 1.433  0.490
10 C 0.962 -0.755 1.463  -2.281
11 H 1.664 1.899 0.745  0.638
12 H -1.589 -1.012 -0.575  0.248
13 C 0.606 1.751 0.981  -1.449
14 H 0.162 -1.491 1.319  0.124
15 H -0.656 -0.440 -3.448  0.727
16 H -0.682 0.512 2.131  0.690
17 H -1.659 0.596 -2.404  0.543
18 C 0.389 0.570 1.943  -0.577
19 H 1.481 -0.738 0.500  0.460


Repeat the fourth record exactly.
Formula: C5H14
Source: the Open Molecules 2025 dataset
Level of theory: ωB97M-V with the def2-TZVPD basis set

The spin multiplicity is 2. The calculation puts the total energy at -198.82223 Eh. The calculation puts the LUMO energy (alpha / beta) at 4.265 / 4.259 eV. Its total charge is -1. The HOMO energy (alpha / beta) is 1.6 / -7.8 eV. The calculation puts the strongest force on any atom at 1.260 eV/A. Its energy above the lowest of the compared OMol25 structures with the same formula, charge and spin is 6.5 kcal per mole.

Each line ends with the Mulliken charge.
Positions of all 19 atoms, in Å:
1 H -0.127 -1.674 -1.108  0.129
2 C -0.829 -0.110 -2.424  -1.701
3 H 0.046 0.444 -2.075  0.150
4 H -1.578 -2.105 -2.041  1.343
5 H 1.683 -1.229 2.136  1.135
6 C -1.082 -1.307 -1.499  -2.052
7 H 0.886 0.869 2.874  0.393
8 H 0.081 1.543 0.051  -0.009
9 H 0.243 2.677 1.433  0.490
10 C 0.962 -0.755 1.463  -2.281
11 H 1.664 1.899 0.745  0.638
12 H -1.589 -1.012 -0.575  0.248
13 C 0.606 1.751 0.981  -1.449
14 H 0.162 -1.491 1.319  0.124
15 H -0.656 -0.440 -3.448  0.727
16 H -0.682 0.512 2.131  0.690
17 H -1.659 0.596 -2.404  0.543
18 C 0.389 0.570 1.943  -0.577
19 H 1.481 -0.738 0.500  0.460


Please write out number 4 again, unchanged.
Formula: C5H14
Source: the Open Molecules 2025 dataset
Level of theory: ωB97M-V with the def2-TZVPD basis set

The spin multiplicity is 2. The calculation puts the total energy at -198.82223 Eh. The calculation puts the LUMO energy (alpha / beta) at 4.265 / 4.259 eV. Its total charge is -1. The HOMO energy (alpha / beta) is 1.6 / -7.8 eV. The calculation puts the strongest force on any atom at 1.260 eV/A. Its energy above the lowest of the compared OMol25 structures with the same formula, charge and spin is 6.5 kcal per mole.

Each line ends with the Mulliken charge.
Positions of all 19 atoms, in Å:
1 H -0.127 -1.674 -1.108  0.129
2 C -0.829 -0.110 -2.424  -1.701
3 H 0.046 0.444 -2.075  0.150
4 H -1.578 -2.105 -2.041  1.343
5 H 1.683 -1.229 2.136  1.135
6 C -1.082 -1.307 -1.499  -2.052
7 H 0.886 0.869 2.874  0.393
8 H 0.081 1.543 0.051  -0.009
9 H 0.243 2.677 1.433  0.490
10 C 0.962 -0.755 1.463  -2.281
11 H 1.664 1.899 0.745  0.638
12 H -1.589 -1.012 -0.575  0.248
13 C 0.606 1.751 0.981  -1.449
14 H 0.162 -1.491 1.319  0.124
15 H -0.656 -0.440 -3.448  0.727
16 H -0.682 0.512 2.131  0.690
17 H -1.659 0.596 -2.404  0.543
18 C 0.389 0.570 1.943  -0.577
19 H 1.481 -0.738 0.500  0.460


- Among the records above, which one has the lowest energy above the lowest of the compared OMol25 structures with the same formula, charge and spin?
  C38H51BrCdNP3